Entry 1:
118
Properties=species:S:1:pos:R:3:forces:R:3 method="wB97M-V/def2-TZVPD" molar_mass_da=1239.208 s_squared=2.022 homo_energy_ev="-9.617 / -9.339" charge=+1 homo_lumo_gap_ev="7.409 / 2.991" spin_multiplicity=3
Pt -1.915 2.520 2.145 -0.021 1.669 0.534
As -0.251 -0.334 -0.218 -0.340 1.568 0.844
F 0.214 1.009 -1.295 0.089 -1.277 0.555
F 1.413 -0.415 0.486 -0.837 -0.335 -0.607
F -0.854 -1.546 0.920 0.693 0.430 -0.826
F -1.891 -0.221 -0.917 1.037 -0.134 0.623
F 0.195 -1.549 -1.432 -0.245 0.826 1.013
F -0.578 0.930 1.046 1.151 -2.586 -2.078
C -3.719 2.487 -2.943 2.564 -0.361 0.695
C -4.287 3.868 -2.686 0.398 0.470 -0.062
C -3.710 4.411 -1.353 -0.752 -0.656 0.233
S -2.011 3.813 -1.191 0.256 0.632 -2.402
O -1.841 3.062 0.036 -0.151 0.451 -0.729
O -1.075 4.890 -1.516 -0.812 -1.055 0.636
C -2.163 2.695 -2.682 -0.417 0.015 0.413
H -3.724 2.063 -3.947 -0.651 0.383 -0.165
H -4.123 1.725 -2.277 0.042 0.069 0.161
H -5.374 3.865 -2.614 0.044 0.225 -0.270
H -3.917 4.512 -3.484 -0.465 0.156 -0.159
H -4.295 3.939 -0.564 0.244 -0.009 0.355
H -3.786 5.490 -1.221 0.310 -0.089 -0.173
H -1.514 1.819 -2.657 -0.471 -0.042 0.791
H -1.723 3.254 -3.508 -0.264 0.526 0.078
C 2.283 4.914 0.218 0.504 -1.450 0.477
C 2.945 5.609 1.413 -1.080 -0.368 0.414
C 2.349 4.964 2.705 0.922 -0.689 -0.479
S 1.715 3.235 2.196 0.751 1.783 -0.666
O 0.252 3.335 2.082 1.602 -0.039 0.597
O 2.399 2.201 2.975 -1.008 0.490 -0.568
C 2.422 3.380 0.478 -0.247 -0.015 0.771
H 2.777 5.204 -0.709 -0.450 -0.067 -0.109
H 1.204 5.067 0.246 0.032 0.538 -0.545
H 2.720 6.675 1.402 0.112 -0.012 0.003
H 4.027 5.474 1.399 -0.048 -0.012 -0.062
H 1.597 5.570 3.212 -0.241 -0.388 -0.251
H 3.193 4.801 3.375 -0.355 -0.286 0.318
H 1.912 2.687 -0.191 -0.526 0.315 0.040
H 3.432 2.976 0.535 0.269 0.426 0.186
C -6.354 -0.254 -0.325 -0.003 -1.160 1.818
C -6.589 1.104 0.345 0.103 0.350 -0.428
C -5.813 1.057 1.699 -0.484 -0.647 -0.750
S -4.330 0.103 1.405 -0.627 -0.118 -0.141
O -4.343 -1.001 2.377 0.746 1.259 -1.365
O -3.241 1.088 1.312 -1.533 -2.097 -0.496
C -4.827 -0.546 -0.296 -0.352 0.571 0.141
H -6.882 -0.381 -1.270 0.517 0.175 -0.165
H -6.823 -0.952 0.369 -0.123 -0.491 -0.147
H -7.651 1.268 0.526 0.013 -0.182 0.176
H -6.359 1.823 -0.441 0.697 0.720 0.618
H -6.401 0.392 2.331 -0.038 0.185 0.220
H -5.487 1.920 2.279 -0.307 0.298 -0.463
H -4.457 -1.571 -0.320 -0.479 -0.077 0.084
H -4.406 -0.027 -1.158 0.634 0.340 0.564
C 1.156 -4.923 -1.987 -1.149 0.110 -0.407
C 0.492 -4.894 -0.582 0.825 -0.441 -0.589
C 1.581 -4.440 0.360 1.285 -0.127 -0.215
S 3.132 -5.290 -0.244 0.140 -1.214 -0.057
O 3.182 -6.671 0.286 0.051 2.301 -0.350
O 4.298 -4.390 -0.153 -1.418 -0.897 0.247
C 2.582 -5.420 -1.986 0.379 0.335 0.813
H 1.031 -3.930 -2.421 0.275 -0.037 -0.171
H 0.559 -5.634 -2.558 -0.034 0.330 -0.348
H 0.171 -5.922 -0.417 -0.311 0.244 0.615
H -0.320 -4.170 -0.650 -0.139 -0.316 0.394
H 1.546 -4.641 1.431 -0.357 -0.131 -0.099
H 1.778 -3.385 0.169 0.030 0.169 0.118
H 2.616 -6.465 -2.294 0.400 0.123 0.207
H 3.288 -4.794 -2.532 -0.146 -0.203 -0.181
C 4.584 -0.828 -4.224 0.558 0.965 -0.701
C 3.702 -1.753 -3.425 -0.504 -0.570 0.748
C 3.452 -1.071 -2.065 0.214 0.038 0.488
S 4.679 0.256 -1.840 0.372 0.233 0.423
O 5.419 0.078 -0.544 -1.538 0.469 -1.935
O 4.025 1.537 -2.160 1.000 -1.476 0.711
C 5.676 -0.290 -3.248 -0.274 -0.939 0.504
H 3.997 0.008 -4.605 -0.010 0.106 -0.010
H 5.000 -1.329 -5.098 0.244 0.053 0.139
H 4.120 -2.755 -3.331 0.849 0.205 0.559
H 2.759 -2.076 -3.867 -0.267 0.933 -0.409
H 3.611 -1.751 -1.228 -0.237 -0.009 0.044
H 2.505 -0.537 -1.989 -0.079 -0.273 -0.030
H 6.206 -1.166 -2.873 0.048 -0.132 0.263
H 6.475 0.412 -3.485 -0.628 0.342 -0.520
C -1.076 -1.931 5.870 0.173 1.316 -0.214
C 0.078 -1.987 4.812 -0.518 0.249 -0.015
C 0.475 -0.578 4.361 -0.191 0.940 -0.399
S -0.859 0.571 4.807 -0.160 -0.742 4.529
O -1.500 1.071 3.622 -0.072 0.258 0.346
O -0.411 1.424 5.952 -0.807 -1.382 -2.869
C -2.032 -0.743 5.496 1.694 -0.290 -0.820
H -0.562 -1.752 6.814 -0.496 0.056 0.290
H -1.684 -2.833 5.936 0.380 -0.117 -0.075
H -0.272 -2.550 3.947 0.227 -0.085 -0.044
H 0.992 -2.412 5.227 -0.315 -0.514 0.051
H 0.614 -0.467 3.286 -0.224 -0.099 -0.131
H 1.360 -0.129 4.812 -0.026 -0.265 0.347
H -2.621 -1.015 4.620 -0.126 -0.015 -0.016
H -2.690 -0.376 6.283 0.419 0.208 -0.007
N 4.008 -0.896 2.042 -0.101 -1.589 1.739
C 3.192 -1.884 2.572 0.149 1.235 -1.514
C 3.724 -2.320 3.803 0.958 0.469 0.450
C 4.887 -1.592 3.988 -0.851 -2.174 1.877
C 5.069 -0.778 2.902 -0.097 1.672 -2.270
H 3.870 -0.439 1.152 0.216 0.188 -0.220
H 2.334 -2.181 1.986 -0.126 -0.061 0.243
H 3.360 -3.067 4.493 -0.227 0.018 -0.318
H 5.527 -1.752 4.843 0.196 0.368 -0.208
H 5.900 -0.126 2.677 -0.098 0.056 -0.070
N -2.534 -0.866 -3.551 -0.522 0.231 -0.405
C -1.510 -0.194 -4.237 -2.036 -2.236 -1.790
C -1.867 -0.405 -5.580 -0.207 1.451 -0.137
C -3.195 -0.956 -5.721 1.771 -0.249 1.826
C -3.532 -1.312 -4.422 0.618 0.857 -0.317
H -2.599 -0.971 -2.549 0.235 0.118 -0.212
H -0.630 0.248 -3.795 -0.175 -0.314 0.140
H -1.324 -0.067 -6.451 0.253 0.159 0.178
H -3.709 -1.098 -6.660 -0.055 -0.191 0.280
H -4.425 -1.810 -4.073 0.158 0.055 0.248

***

Entry 2:
83
Properties=species:S:1:pos:R:3:forces:R:3 method="wB97M-V/def2-TZVPD" molar_mass_da=626.344 s_squared=2.010 homo_energy_ev="-2.077 / -3.404" charge=-1 de_lowest_kj_mol=0.0 homo_lumo_gap_ev="4.643 / 5.959" spin_multiplicity=3
C -0.518 -2.893 -1.833 0.034 -0.141 0.041
C -1.171 -1.795 -2.608 -0.111 0.091 -0.337
H -1.117 -3.797 -1.774 -0.114 -0.110 -0.009
H -0.287 -2.558 -0.823 0.038 0.156 0.115
H 0.438 -3.159 -2.291 0.061 0.047 -0.032
C -2.249 -1.926 -3.383 0.242 0.139 0.078
C -3.037 -3.164 -3.652 -0.171 -0.180 -0.048
H -2.603 -1.044 -3.907 -0.035 0.066 -0.047
H -2.691 -4.025 -3.086 0.048 -0.051 0.066
H -2.996 -3.429 -4.711 0.011 -0.033 -0.079
H -4.095 -3.016 -3.418 -0.082 -0.006 0.043
Ni 0.197 0.725 0.253 0.563 0.050 0.306
Cl 0.569 -1.266 1.390 0.031 -0.913 0.936
C 0.321 3.051 -1.588 -0.752 -0.890 1.851
O -0.161 2.656 -0.513 0.325 1.329 -1.411
N 0.049 4.241 -2.124 0.039 0.496 -0.381
C -0.891 5.152 -1.507 0.092 -0.146 -0.095
C 0.618 4.628 -3.397 -0.140 0.000 0.159
H 1.024 2.437 -2.148 0.023 -0.086 -0.195
H -1.179 4.757 -0.540 -0.007 -0.094 0.094
H -1.777 5.262 -2.133 -0.087 0.005 -0.060
H -0.434 6.133 -1.377 0.063 0.096 0.003
H 1.262 3.837 -3.767 0.062 -0.110 -0.023
H 1.201 5.544 -3.293 0.065 0.094 0.002
H -0.171 4.791 -4.130 -0.076 0.017 -0.099
H 2.772 3.896 4.075 0.074 0.083 -0.004
H 4.695 2.125 3.983 0.087 0.068 0.006
C 2.088 3.047 4.104 0.085 -0.173 -0.083
C 3.907 1.370 4.002 -0.188 0.105 -0.043
N 2.680 1.900 3.448 0.359 0.200 0.479
H 1.170 3.306 3.592 -0.095 -0.021 -0.090
C 2.110 1.336 2.379 -1.693 0.376 -0.987
O 1.061 1.755 1.864 1.400 0.080 1.173
H 4.233 0.513 3.422 -0.005 -0.076 -0.074
H 2.631 0.469 1.977 0.030 -0.225 -0.053
H 1.868 2.814 5.146 -0.024 -0.024 0.103
H 3.757 1.055 5.035 -0.002 -0.035 0.100
H -2.729 -2.013 -0.058 0.090 -0.082 -0.134
H -4.266 -0.595 -1.472 0.018 -0.061 -0.138
C -2.970 -1.403 0.809 -0.013 0.178 -0.117
C -4.529 -0.066 -0.556 0.311 -0.045 0.105
N -3.410 -0.094 0.360 -0.537 -0.276 0.062
H -2.078 -1.300 1.412 0.195 0.045 0.043
C -2.686 0.994 0.588 1.528 0.196 0.721
O -1.643 1.042 1.263 -1.739 0.139 -0.235
H -4.785 0.960 -0.804 -0.006 0.119 -0.017
H -3.104 1.904 0.138 -0.054 0.079 -0.116
H -3.768 -1.878 1.379 -0.130 -0.057 0.078
H -5.397 -0.546 -0.106 -0.106 -0.056 0.055
O -0.862 0.005 -1.117 -1.267 -0.768 -1.908
C -0.496 -0.447 -2.389 -0.220 0.319 1.330
C -1.870 1.473 -3.293 -0.013 0.069 -0.074
C -0.821 0.575 -3.454 -0.050 -0.099 -0.191
H -2.425 1.448 -2.367 0.004 -0.070 0.151
C -2.188 2.385 -4.289 0.043 -0.014 -0.004
H 0.585 -0.620 -2.430 0.121 -0.097 -0.132
C -0.076 0.631 -4.629 -0.060 0.094 -0.041
H -3.018 3.068 -4.151 -0.042 0.039 0.002
C -1.447 2.424 -5.462 0.024 0.034 -0.063
C -0.382 1.547 -5.625 -0.022 0.037 -0.019
H 0.752 -0.055 -4.760 0.038 -0.053 0.027
H -1.692 3.135 -6.242 -0.007 0.035 -0.038
H 0.209 1.575 -6.532 0.029 0.013 -0.057
Si 1.617 -5.028 4.881 0.020 0.365 -0.440
Cl 0.717 -6.538 3.728 0.095 0.067 0.199
C 0.246 -4.111 5.757 0.053 -0.146 0.014
C 2.548 -3.916 3.705 -0.132 -0.278 0.214
C 2.766 -5.867 6.091 -0.077 -0.055 0.026
H -0.448 -3.665 5.047 0.037 0.038 -0.130
H 0.653 -3.309 6.374 0.072 0.060 0.011
H -0.322 -4.775 6.405 -0.038 -0.104 0.078
H 2.223 -6.549 6.743 -0.073 -0.065 0.061
H 3.267 -5.131 6.720 0.015 0.099 0.020
H 3.533 -6.441 5.574 0.041 -0.024 -0.093
H 1.880 -3.465 2.974 -0.124 0.146 -0.085
H 3.312 -4.468 3.161 0.075 -0.100 -0.031
H 3.042 -3.109 4.248 0.001 0.077 0.069
C 2.939 1.663 -0.654 1.149 1.145 0.090
C 1.930 0.548 -0.644 -0.215 -0.692 0.159
O 2.306 -0.545 -1.035 0.779 -0.112 -0.628
H 2.533 2.574 -0.172 0.252 -0.312 -0.283
H 3.240 1.899 -1.695 0.010 -0.104 0.396
H 3.843 1.352 -0.089 -0.227 0.097 -0.343

***

Entry 3:
13
Properties=species:S:1:pos:R:3:forces:R:3 method="wB97M-V/def2-TZVPD" molar_mass_da=85.106 homo_energy_ev=-8.406 de_lowest_kj_mol=342.8 homo_lumo_gap_ev=9.203
C -1.470 0.426 -0.746 -0.162 0.115 -0.145
C -0.107 0.102 -0.242 0.065 0.491 -0.202
C 0.486 -1.603 1.392 -0.402 -0.527 0.290
N 0.120 -1.239 0.191 0.628 -0.059 0.160
C 0.923 0.957 -0.210 -0.462 0.118 -0.134
O 2.174 0.721 0.235 -0.055 -0.433 0.146
H -1.723 -0.179 -1.625 0.004 0.059 0.069
H -2.235 0.229 0.014 0.133 0.037 -0.058
H -1.528 1.478 -1.030 -0.048 -0.069 -0.017
H 2.204 -0.180 0.603 0.171 0.208 -0.099
H 0.285 -0.734 2.048 0.232 0.129 -0.109
H 0.216 -1.923 -0.555 -0.045 -0.008 0.037
H 0.814 1.971 -0.578 -0.060 -0.061 0.061